Here is a cluster of 5 separate species, C12H32ClO16S4 in total in a non-equilibrium geometry from the OMol25 dataset. Energies are from ωB97M-V/def2-TZVPD.

```
65
Properties=species:S:1:pos:R:3
Cl 1.61 0.01 -0.44
O 0.27 0.16 0.16
O 1.54 0.36 -1.85
O 2.60 0.77 0.28
O 2.03 -1.37 -0.26
O 6.99 1.79 -2.75
S 6.02 0.88 -3.33
O 6.24 0.35 -4.65
O 5.81 -0.38 -2.34
C 5.58 -0.09 -0.95
C 6.86 0.16 -0.15
C 4.38 1.64 -3.33
H 5.08 -0.95 -0.52
H 4.96 0.79 -0.81
H 7.50 0.89 -0.63
H 7.43 -0.73 0.16
H 6.57 0.63 0.79
H 3.68 0.82 -3.53
H 4.34 2.36 -4.13
H 4.18 2.01 -2.33
O 1.55 -4.08 2.64
S 0.56 -3.43 3.44
O 0.15 -4.02 4.70
O 1.11 -1.95 3.76
C 0.20 -0.85 3.60
C -0.83 -0.70 4.72
C -0.94 -3.22 2.42
H -0.25 -0.79 2.61
H 0.83 0.04 3.68
H -0.32 -0.75 5.68
H -1.58 -1.50 4.73
H -1.35 0.26 4.65
H -1.44 -4.18 2.47
H -0.66 -2.85 1.43
H -1.64 -2.51 2.87
O -3.13 -0.66 -3.43
S -3.34 -1.17 -2.10
O -3.71 -0.25 -1.03
O -4.54 -2.24 -2.22
C -5.18 -2.73 -1.03
C -6.63 -3.00 -1.37
C -2.02 -2.28 -1.54
H -5.11 -1.95 -0.27
H -4.65 -3.58 -0.59
H -7.07 -2.24 -2.01
H -7.26 -3.00 -0.48
H -6.72 -3.95 -1.90
H -2.08 -3.12 -2.23
H -2.29 -2.56 -0.52
H -1.07 -1.75 -1.58
O -0.62 5.92 0.23
S -1.29 4.96 1.06
O -1.97 5.43 2.23
O -2.39 4.16 0.18
C -1.91 3.21 -0.79
C -3.09 2.94 -1.71
C -0.15 3.60 1.47
H -1.59 2.26 -0.36
H -1.12 3.67 -1.38
H -3.89 2.55 -1.08
H -2.99 2.25 -2.55
H -3.49 3.82 -2.22
H 0.69 4.05 2.00
H 0.20 3.28 0.49
H -0.66 2.77 1.95
```

Properties
molar mass: 596.1 g/mol
ΔE to the lowest compared entry with this formula, charge and spin: 30.6 kcal/mol
total charge: -1
frontier orbital gap: 0.3364 Eh
LUMO energy: 1.95 eV

Here is the ion C6H13N2 with charge +1 in a non-equilibrium geometry from the OMol25 dataset. Energies are from ωB97M-V/def2-TZVPD.

```
21
Properties=species:S:1:pos:R:3
C -2.56 -3.05 -0.57
N -1.70 -2.35 -1.17
C -0.70 -1.64 -0.51
C -0.85 -0.60 0.31
C 0.43 -0.02 0.96
C 1.14 0.94 -0.01
C 2.11 1.93 0.60
N 0.09 1.75 -0.73
H -3.31 -3.52 -1.20
H -2.53 -3.34 0.48
H 0.27 -2.09 -0.74
H -1.81 -0.19 0.59
H 0.12 0.55 1.84
H 1.00 -0.90 1.21
H 1.66 0.33 -0.74
H 2.75 2.38 -0.15
H 2.77 1.44 1.33
H 1.64 2.63 1.29
H -0.28 2.50 -0.17
H 0.42 2.14 -1.61
H -0.67 1.12 -1.01
```

Properties
SMILES: C=N/C=C/C[C@H](C)[NH3+]
molar mass: 113.2 g/mol
ΔE to the lowest compared entry with this formula, charge and spin: 38.2 kcal/mol
total charge: +1
frontier orbital gap: 0.3398 Eh
LUMO energy: -3.29 eV

Here is a cluster of 9 separate species, C28H58BO17PS in total from the OMol25 dataset. Energies are from ωB97M-V/def2-TZVPD.

```
106
Properties=species:S:1:pos:R:3
O -1.01 -2.93 1.89
P -0.72 -2.35 0.57
O -0.41 -3.47 -0.52
O 0.52 -1.33 0.50
C -2.08 -1.33 -0.07
C -2.45 -0.19 0.90
O -2.18 -0.41 2.22
O -3.86 0.16 0.81
S -4.60 0.19 -0.57
O -3.99 1.21 -1.39
O -6.00 0.26 -0.27
C -4.24 -1.39 -1.31
C -3.26 -2.25 -0.48
B -3.95 -3.07 0.71
O -4.00 -4.46 0.64
O -4.46 -2.40 1.79
H 0.06 -3.15 -1.30
H 1.25 -1.69 -0.02
H -1.70 -0.84 -0.98
H -1.88 0.70 0.62
H -2.59 -1.23 2.52
H -3.74 -1.14 -2.25
H -5.19 -1.87 -1.53
H -2.86 -3.01 -1.16
H -4.86 -4.84 0.44
H -5.12 -2.90 2.27
C 0.95 -1.32 -5.19
C 0.77 -2.44 -4.19
C 0.68 -3.84 -4.73
O 0.71 -2.21 -3.00
H 1.01 -0.37 -4.67
H 1.87 -1.48 -5.76
H 0.12 -1.31 -5.89
H 1.58 -4.10 -5.28
H -0.17 -3.92 -5.42
H 0.55 -4.55 -3.92
C 2.97 2.55 1.04
C 3.55 1.28 0.50
C 3.37 0.05 1.36
O 4.09 1.21 -0.59
H 3.11 3.36 0.32
H 1.91 2.42 1.23
H 3.44 2.82 1.98
H 2.31 -0.11 1.53
H 3.86 0.18 2.32
H 3.80 -0.82 0.85
C -4.61 3.99 -3.24
C -5.68 3.89 -4.29
C -7.05 3.46 -3.81
O -5.47 4.13 -5.46
H -3.67 4.30 -3.69
H -4.90 4.71 -2.47
H -4.48 3.02 -2.76
H -7.42 4.16 -3.07
H -6.98 2.48 -3.34
H -7.74 3.41 -4.65
C -0.19 0.15 4.68
C 0.97 1.11 4.81
C 1.12 1.82 6.13
O 1.74 1.30 3.90
H -0.18 -0.29 3.68
H -0.10 -0.64 5.42
H -1.13 0.67 4.84
H 1.25 1.09 6.94
H 0.23 2.41 6.35
H 1.99 2.48 6.10
C 1.47 5.99 -0.20
C 2.12 6.25 1.14
C 2.68 7.63 1.37
O 2.19 5.39 1.98
H 1.12 4.96 -0.24
H 0.61 6.65 -0.33
H 2.18 6.17 -1.01
H 1.89 8.37 1.28
H 3.45 7.86 0.62
H 3.12 7.69 2.36
C 6.38 -1.36 4.11
C 7.27 -1.98 3.05
C 6.61 -2.33 1.74
O 8.44 -2.18 3.25
H 6.96 -1.16 5.00
H 5.95 -0.43 3.73
H 5.56 -2.04 4.35
H 6.19 -1.43 1.29
H 5.81 -3.04 1.90
H 7.35 -2.76 1.06
C 3.21 -8.32 -3.74
C 1.88 -7.62 -3.64
C 1.01 -7.97 -2.46
O 1.52 -6.82 -4.47
H 3.74 -7.98 -4.63
H 3.81 -8.10 -2.85
H 3.07 -9.40 -3.79
H 1.53 -7.74 -1.53
H 0.79 -9.04 -2.46
H 0.08 -7.41 -2.50
C -2.82 2.90 0.80
C -2.12 4.23 0.77
C -2.11 5.02 2.06
O -1.58 4.65 -0.23
H -2.76 2.42 -0.18
H -2.36 2.25 1.55
H -3.87 3.03 1.07
H -1.63 4.44 2.85
H -3.14 5.23 2.38
H -1.58 5.96 1.92
```

Properties
SMILES: O=P(O)(O)[C@@H]1[C@H](O)OS(=O)(=O)C[C@@H]1B(O)O.CC(C)=O.CC(C)=O.CC(C)=O.CC(C)=O.CC(C)=O.CC(C)=O.CC(C)=O.CC(C)=O
molar mass: 740.6 g/mol
total charge: 0
frontier orbital gap: 0.3305 Eh
LUMO energy: -0.09 eV

Here is a cluster of 2 separate species, C2H2BrCl3 in total in a non-equilibrium geometry from the OMol25 dataset. Energies are from ωB97M-V/def2-TZVPD.

```
8
Properties=species:S:1:pos:R:3
C 0.36 0.25 -0.11
C 0.55 -2.63 -1.01
Cl 1.55 0.64 -1.20
Cl 1.60 -2.13 -2.28
Cl 1.27 -3.78 0.07
Br -1.21 -3.08 -1.59
H 0.64 -0.04 0.88
H -0.66 0.35 -0.40
```

Properties
molar mass: 212.3 g/mol
ΔE to the lowest compared entry with this formula, charge and spin: 79.6 kcal/mol
total charge: 0
frontier orbital gap (spin up / spin down): 0.2652 / 0.3220 Eh
LUMO energy (spin up / spin down): -1.10 / -0.08 eV

Q: What is the molar mass in the second record?
A: 113.2 g/mol

Q: What is the formula in the third record?
A: C28H58BO17PS